# 1
{
  "formula": "C19H41BrClN7O3S",
  "method": "ωB97M-V/def2-TZVPD",
  "orbital_gap_ev": 6.9,
  "e_homo_ha": -0.2566,
  "lumo_energy_ev": -0.13,
  "charge": 0,
  "symbols": ["C", "C", "Cl", "C", "N", "C", "Br", "C", "C", "O", "O", "C", "C", "C", "N", "N", "N", "C", "O", "C", "C", "C", "C", "C", "C", "C", "S", "C", "C", "N", "N", "N", "H", "H", "H", "H", "H", "H", "H", "H", "H", "H", "H", "H", "H", "H", "H", "H", "H", "H", "H", "H", "H", "H", "H", "H", "H", "H", "H", "H", "H", "H", "H", "H", "H", "H", "H", "H", "H", "H", "H", "H", "H"],
  "positions_angstrom": [[2.445732, 4.043463, 1.659156], [2.675282, 3.013471, 0.541587], [3.968623, 3.669738, -0.502222], [3.052549, 1.641776, 1.154116], [1.946839, 0.639742, 1.078701], [1.801759, -0.100591, 2.391960], [3.505302, -0.771137, 3.078664], [0.630132, -1.104563, 2.446334], [1.069027, -2.497476, 3.052244], [1.731500, -3.303412, 2.351230], [0.750292, -2.658786, 4.235681], [-0.245892, -1.210747, 1.146795], [-0.728834, -2.645768, 0.812532], [-1.808490, -3.221344, 1.780971], [-1.333799, -4.476916, 2.342529], [-3.092057, -3.459039, 1.019088], [-2.133132, -2.328724, 2.876354], [0.335734, -0.601400, -0.169896], [-0.437494, 0.492635, -0.645751], [-1.681855, 0.101885, -1.199720], [-2.578287, 1.359120, -1.222170], [-3.212605, 1.441391, 0.193089], [-3.679458, 1.264703, -2.285974], [-4.676540, 0.123066, -2.003344], [-4.502787, 2.593131, -2.287516], [1.842214, -0.205624, -0.139772], [2.743808, -1.791213, -0.062854], [2.094650, 0.480324, -1.511044], [3.456473, 0.331135, -2.236470], [3.464721, 1.472509, -3.210222], [3.525757, -0.865348, -3.067411], [4.687778, 0.409630, -1.490107], [3.326156, 4.086738, 2.302034], [1.574114, 3.748519, 2.248367], [2.305319, 5.029799, 1.223484], [1.719872, 2.958420, 0.016973], [4.019815, 1.269658, 0.842876], [3.163727, 1.882431, 2.210547], [1.101205, 1.222955, 1.060705], [1.568996, 0.696991, 3.093227], [-0.027492, -0.718248, 3.221696], [-1.170564, -0.657800, 1.332411], [0.102977, -3.325440, 0.633194], [-1.229347, -2.553728, -0.158701], [-1.389931, -5.171226, 1.605879], [-1.973958, -4.717360, 3.091256], [-2.876166, -4.063766, 0.227102], [-3.321361, -2.558513, 0.597009], [-2.661886, -1.549487, 2.494551], [-2.760028, -2.781252, 3.530716], [0.295188, -1.378821, -0.939524], [-2.209356, -0.631677, -0.591009], [-1.537955, -0.224649, -2.238242], [-1.958119, 2.248305, -1.353878], [-2.396060, 1.556181, 0.910412], [-3.675171, 0.483494, 0.438491], [-3.947575, 2.237373, 0.287061], [-3.288269, 1.098846, -3.293939], [-5.368928, 0.000907, -2.836975], [-4.183900, -0.839244, -1.831624], [-5.272383, 0.352754, -1.119613], [-4.796668, 2.913519, -3.282583], [-3.895914, 3.349660, -1.783974], [-5.363863, 2.456071, -1.633151], [1.978038, -2.604124, -0.808470], [1.380395, 0.028839, -2.199321], [1.828467, 1.538019, -1.540566], [3.760482, 2.328185, -2.744585], [4.236699, 1.249963, -3.832021], [2.964472, -0.724362, -3.900213], [4.487633, -0.968486, -3.370174], [4.915376, 1.297207, -1.079205], [4.959021, -0.402282, -0.956780]],
  "atomic_forces_ev_per_a": [[0.35, -0.25, -0.26], [-0.42, 0.25, 0.80], [-0.15, -0.20, -0.16], [0.22, 1.22, 0.56], [0.84, 0.51, 0.18], [-0.49, -0.52, 0.79], [-0.09, 0.21, -0.34], [-0.24, -0.02, -0.53], [0.96, -1.84, 0.51], [-0.55, 1.05, -0.40], [-0.24, 0.78, 0.18], [0.47, -0.35, -0.28], [-0.46, 0.55, -0.22], [-0.23, -0.73, 0.02], [-0.36, 0.72, -0.23], [0.49, 0.15, 0.01], [0.22, 0.52, -0.37], [-0.10, -0.87, 0.03], [0.43, 0.12, 0.75], [-0.41, 1.55, -0.64], [-0.56, -0.91, 0.85], [0.65, -0.15, -0.33], [-1.07, 0.42, 0.02], [0.33, -0.13, -0.01], [0.79, -0.52, 0.61], [-1.72, -1.19, -2.20], [1.13, 0.05, 1.00], [0.45, 0.11, 0.14], [0.60, 1.18, -1.26], [0.07, -0.13, 0.31], [-0.19, -0.31, 0.50], [0.23, -0.53, 0.03], [-0.07, 0.01, 0.07], [0.02, 0.12, 0.04], [-0.22, 0.01, 0.08], [0.36, -0.07, -0.61], [-0.28, -0.40, -0.35], [0.07, -0.43, 0.08], [-0.14, -0.22, -0.21], [0.16, 0.09, -0.05], [0.02, -0.01, -0.01], [0.20, 0.28, 0.03], [0.08, -0.05, 0.61], [0.02, 0.04, 0.01], [0.08, -0.25, 0.26], [0.08, -0.41, -0.07], [-0.11, -0.04, 0.02], [-0.27, -0.11, -0.06], [-0.03, 0.03, 0.16], [0.08, -0.17, -0.03], [-0.04, 0.05, -0.02], [0.34, -0.38, -0.14], [0.13, -0.43, 0.18], [0.05, -0.08, -0.35], [-0.18, 0.30, 0.12], [-0.23, 0.12, -0.02], [0.09, 0.06, 0.17], [0.40, 0.07, 0.17], [0.04, 0.02, -0.02], [-0.03, 0.01, -0.10], [0.00, -0.07, -0.01], [-0.10, 0.05, 0.05], [-0.08, 0.33, -0.44], [-0.25, 0.14, -0.29], [-0.32, 0.59, 0.02], [-0.06, -0.03, 0.10], [0.03, -0.03, 0.27], [-0.26, 0.01, 0.05], [-0.05, 0.13, -0.12], [-0.12, 0.01, 0.09], [0.01, -0.07, 0.06], [-0.08, -0.01, 0.02], [-0.23, 0.05, 0.17]]
}

***

# 2
{
  "formula": "C6H5BrClN3",
  "method": "ωB97M-V/def2-TZVPD",
  "orbital_gap_ev": [6.8, 6.5],
  "e_homo_ha": [-0.3147, -0.3147],
  "e_above_lowest_ev": 4.391,
  "lumo_energy_ev": [-1.76, -2.08],
  "charge": 0,
  "symbols": ["C", "C", "C", "C", "C", "C", "N", "N", "N", "Cl", "Br", "H", "H", "H", "H", "H"],
  "positions_angstrom": [[-1.024420, 1.778445, -0.786383], [-0.732794, 1.716995, 0.569102], [-0.630130, 0.742094, -1.615329], [-0.062373, 0.669193, 1.173831], [0.092385, -0.360195, -1.057152], [0.180235, -0.447416, 0.402664], [0.240213, -2.716313, 1.063570], [0.827802, -1.209982, -1.695268], [0.640929, -1.586053, 0.983898], [0.940187, -1.073374, -3.364825], [1.866577, -1.045751, 2.929857], [-1.481637, 2.718151, -0.960556], [-1.083794, 2.618247, 1.073270], [-0.874158, 0.782253, -2.679667], [0.246394, 0.675148, 2.295575], [0.854584, -3.261439, 1.667414]],
  "atomic_forces_ev_per_a": [[0.70, -1.56, 0.14], [0.23, 0.69, 0.84], [-0.85, 1.33, -0.19], [-0.16, 0.55, 2.34], [-0.53, 0.86, 0.43], [-0.32, -0.17, -1.32], [-1.30, -0.35, -0.91], [0.66, -1.30, -0.08], [1.23, 0.58, 1.34], [-0.19, 0.09, -0.32], [0.63, -0.20, 0.58], [-0.63, 0.34, -1.56], [0.49, -0.50, 0.66], [0.44, -0.17, 0.36], [-0.90, -0.06, -2.32], [0.49, -0.13, 0.01]]
}

***

# 3
{
  "formula": "C4H15N3O",
  "method": "ωB97M-V/def2-TZVPD",
  "orbital_gap_ev": 9.0,
  "e_homo_ha": -0.3003,
  "e_above_lowest_ev": 2.568,
  "lumo_energy_ev": 0.85,
  "charge": 0,
  "symbols": ["C", "N", "C", "C", "N", "C", "N", "H", "H", "H", "H", "H", "H", "H", "H", "H", "H", "H", "H", "H", "H", "H", "O"],
  "positions_angstrom": [[0.588699, -1.446061, -1.088393], [-0.397835, -1.118252, -0.080605], [-0.089009, -0.991319, 1.391741], [-1.275266, -0.428388, 2.210972], [-1.265963, 1.039205, 1.987734], [0.301260, -0.784978, -2.408890], [0.641883, 0.723698, -2.285239], [0.628650, -2.495282, -1.114908], [1.688687, -1.254788, -0.929843], [-1.156050, -0.570182, -0.363927], [0.931482, -0.602139, 1.533510], [0.187766, -2.061660, 1.723597], [-2.147265, -0.953446, 1.530919], [-1.297325, -0.785085, 3.239471], [-1.818419, 1.359882, 1.218111], [-1.397986, 1.604868, 2.828153], [-0.885154, -0.776555, -2.499819], [0.514193, -1.349229, -3.332451], [1.585242, 0.898897, -2.637659], [0.630887, 0.908176, -1.260832], [0.998846, 3.189822, -0.121468], [0.789642, 1.926340, 0.875744], [1.343265, 2.294038, 0.165699]],
  "atomic_forces_ev_per_a": [[1.41, -0.02, 0.05], [1.10, 0.21, 2.35], [1.44, -3.22, -0.71], [-0.56, -0.66, -4.23], [0.43, -0.22, 1.43], [-3.75, 1.96, 0.22], [-0.16, -1.97, -0.26], [-0.24, -1.84, -0.70], [-0.92, 0.69, 0.88], [-0.83, 1.05, -0.69], [-0.53, 1.16, 0.11], [-1.03, 1.00, -0.15], [1.37, 1.26, 2.28], [-0.02, 0.39, -0.13], [-0.43, 0.03, -0.02], [-0.22, -0.37, -0.57], [2.03, -0.05, 0.17], [0.97, 0.66, 0.49], [-0.27, -0.12, 0.38], [0.34, 0.08, -1.18], [0.34, -1.79, 0.84], [-0.21, 0.48, -0.18], [-0.27, 1.28, -0.39]]
}

***

These records have E values of -4789.85264 -3429.93025 -400.82382 a.u., in the order they appear.